No. 1
Molecular formula: C39H31IrN3OP2S3
Method: DFT, ωB97M-V with the def2-TZVPD basis set

Each line ends with the Mulliken spin population.
Cartesian coordinates (Å):
Ir -1.717 0.015 -0.355  0.33
S 1.697 0.775 -2.349  0.06
P 1.656 -0.184 -0.651  0.00
C 0.165 0.019 0.303  0.48
P -0.025 1.080 1.675  0.06
S -1.924 1.711 1.329  0.00
C 1.119 2.482 1.723  0.03
C 0.992 3.444 0.722  0.00
C 1.865 4.520 0.691  0.00
C 2.853 4.645 1.659  0.00
C 2.980 3.686 2.654  0.00
C 2.120 2.600 2.683  0.00
C 0.094 0.318 3.310  -0.02
C 0.401 -1.022 3.481  0.02
C 0.452 -1.573 4.755  0.00
C 0.188 -0.781 5.860  0.00
C -0.137 0.562 5.694  0.00
C -0.187 1.109 4.425  0.00
C 1.909 -1.985 -0.860  -0.02
C 1.463 -2.915 0.073  0.05
C 1.696 -4.270 -0.109  0.00
C 2.378 -4.708 -1.237  0.00
C 2.819 -3.787 -2.176  0.00
C 2.584 -2.432 -1.990  0.00
C 3.070 0.259 0.420  0.00
C 3.357 -0.462 1.577  0.00
C 4.449 -0.121 2.361  0.00
C 5.268 0.937 1.988  0.00
C 4.988 1.654 0.834  0.00
C 3.893 1.317 0.052  0.00
H 0.218 3.338 -0.029  -0.01
H 1.771 5.263 -0.090  0.00
H 3.528 5.491 1.636  0.00
H 3.759 3.774 3.401  0.00
H 2.234 1.844 3.450  0.00
H 0.584 -1.641 2.614  0.03
H 0.691 -2.621 4.880  0.00
H 0.225 -1.208 6.854  0.00
H -0.355 1.178 6.556  0.00
H -0.450 2.153 4.295  0.00
H 0.886 -2.584 0.926  -0.06
H 1.334 -4.982 0.621  0.00
H 2.557 -5.765 -1.385  0.00
H 3.345 -4.124 -3.060  0.00
H 2.906 -1.708 -2.729  0.00
H 2.736 -1.298 1.873  -0.01
H 4.666 -0.689 3.258  0.00
H 6.126 1.197 2.594  0.00
H 5.621 2.482 0.542  0.00
H 3.667 1.865 -0.854  0.00
S -2.543 -1.694 1.059  0.03
C -4.047 -1.219 0.330  0.00
C -5.327 -1.697 0.613  0.00
C -6.395 -1.135 -0.052  0.00
C -6.184 -0.111 -0.978  0.00
C -4.893 0.306 -1.213  0.00
N -3.854 -0.248 -0.583  -0.01
H -5.458 -2.479 1.348  0.00
H -7.400 -1.484 0.150  0.00
H -7.006 0.352 -1.504  0.00
H -4.658 1.089 -1.924  0.00
O -1.605 1.551 -1.694  0.01
C -2.025 1.474 -2.929  0.00
C -2.365 2.695 -3.562  0.00
C -2.862 2.736 -4.840  0.00
C -3.052 1.555 -5.568  0.00
C -2.704 0.362 -4.984  0.00
C -2.171 0.290 -3.686  0.00
C -1.744 -0.997 -3.166  -0.01
N -1.440 -1.309 -1.915  0.00
C -1.079 -2.639 -1.888  -0.01
C -1.128 -3.133 -3.145  0.00
N -1.545 -2.088 -3.939  0.00
H -2.222 3.596 -2.981  0.00
H -3.119 3.692 -5.281  0.00
H -3.465 1.577 -6.567  0.00
H -2.871 -0.551 -5.546  0.00
H -0.825 -3.137 -0.973  0.00
H -0.905 -4.108 -3.537  0.00
H -1.625 -2.103 -4.939  0.00

Output
- Energy above the lowest of the compared OMol25 structures with the same formula, charge and spin: 0.000 eV
- Spin multiplicity: 2
- HOMO-LUMO gap (spin up / spin down): 7.58 / 6.39 eV
- Electronic energy: -3726.02189 a.u.


No. 2
Molecular formula: C39H31N2O2S2SbSrTe
Method: DFT, ωB97M-V with the def2-TZVPD basis set

Each line ends with the Mulliken charge.
Cartesian coordinates (Å):
Sr -0.805 0.837 0.680  1.52
O -1.463 2.089 2.836  -0.79
S -1.153 0.793 3.444  1.33
O 0.271 0.493 3.400  -0.66
N -1.995 -0.230 2.622  -0.90
C -1.712 -1.595 2.640  0.64
C -1.564 -2.326 3.795  -0.04
C -1.306 -3.708 3.765  -0.93
C -1.219 -4.373 2.577  -0.91
C -1.386 -3.664 1.368  1.42
C -1.331 -4.300 0.102  -0.66
C -1.488 -3.573 -1.036  -0.75
C -1.674 -2.177 -0.921  -0.35
N -1.736 -1.553 0.225  -0.28
C -1.630 -2.276 1.380  -0.22
C -1.647 0.840 5.135  -0.36
C -2.993 1.018 5.427  -0.41
C -3.395 1.036 6.751  -0.71
C -2.459 0.872 7.765  -0.35
C -1.119 0.692 7.459  -0.64
C -0.705 0.675 6.134  0.02
H -1.651 -1.821 4.748  0.38
H -1.184 -4.239 4.700  0.39
H -1.026 -5.438 2.541  0.38
H -1.159 -5.369 0.062  0.41
H -1.454 -4.031 -2.014  0.41
H -1.759 -1.562 -1.812  0.40
H -3.706 1.134 4.621  0.44
H -4.441 1.174 6.994  0.39
H -2.779 0.882 8.799  0.39
H -0.393 0.564 8.251  0.39
H 0.333 0.532 5.864  0.47
Te -1.523 1.733 -2.372  -0.36
C -1.829 3.819 -2.416  0.12
C -2.094 4.439 -3.637  -0.22
C -2.279 5.810 -3.717  -0.62
C -2.215 6.593 -2.574  -0.40
C -1.969 5.987 -1.351  -0.70
C -1.772 4.617 -1.276  -0.27
H -2.159 3.836 -4.535  0.40
H -2.483 6.268 -4.677  0.37
H -2.366 7.664 -2.634  0.38
H -1.926 6.584 -0.448  0.40
H -1.584 4.164 -0.307  0.36
S 1.737 -0.180 -0.502  -0.54
Sb 2.024 1.035 -2.410  1.35
C 1.298 0.232 -4.213  0.40
C 1.549 -1.119 -4.420  -0.75
C 1.164 -1.716 -5.612  -0.58
C 0.548 -0.960 -6.597  -0.48
C 0.301 0.390 -6.388  -0.68
C 0.666 0.987 -5.191  0.09
C 1.813 3.111 -2.258  0.76
C 1.921 3.916 -3.385  -0.51
C 1.812 5.293 -3.254  -0.79
C 1.629 5.860 -2.003  -0.45
C 1.554 5.054 -0.878  -0.61
C 1.640 3.677 -1.004  -0.82
C 4.097 0.856 -2.815  0.46
C 4.572 0.799 -4.121  -0.29
C 5.937 0.745 -4.364  -0.65
C 6.830 0.750 -3.305  -0.43
C 6.361 0.804 -2.001  -0.58
C 4.998 0.856 -1.755  -0.64
H 2.041 -1.709 -3.654  0.40
H 1.351 -2.770 -5.771  0.41
H 0.252 -1.425 -7.529  0.38
H -0.194 0.976 -7.152  0.42
H 0.421 2.026 -5.010  0.22
H 2.084 3.483 -4.364  0.47
H 1.873 5.922 -4.133  0.41
H 1.541 6.934 -1.905  0.40
H 1.412 5.496 0.100  0.44
H 1.580 3.045 -0.123  0.48
H 3.881 0.786 -4.957  0.31
H 6.301 0.697 -5.383  0.39
H 7.895 0.707 -3.495  0.37
H 7.058 0.801 -1.172  0.38
H 4.630 0.877 -0.735  0.39

Output
- Energy above the lowest of the compared OMol25 structures with the same formula, charge and spin: 0.000 eV
- HOMO-LUMO gap: 6.77 eV
- Electronic energy: -3100.17979 a.u.


No. 3
Molecular formula: C39H32Cl3FeN5O4
Method: DFT, ωB97M-V with the def2-TZVPD basis set

Each line ends with the Mulliken spin population.
Cartesian coordinates (Å):
Fe 9.481 10.838 9.775  3.77
C 9.414 9.692 6.849  0.00
N 8.802 10.947 7.438  0.01
C 7.252 10.794 7.470  0.00
C 6.587 11.442 8.670  0.01
C 5.390 12.097 8.428  0.00
C 4.698 12.572 9.543  0.00
C 5.324 12.472 10.799  0.00
C 6.544 11.749 10.916  0.00
N 7.187 11.264 9.828  0.03
C 9.186 12.075 6.530  -0.01
C 8.493 13.411 6.850  0.00
C 9.280 14.370 7.533  0.01
C 8.498 15.254 8.392  0.00
C 7.173 15.598 7.772  0.00
C 6.661 14.770 6.912  0.00
N 7.307 13.591 6.492  0.00
C 9.146 8.490 7.681  0.02
C 9.067 7.243 7.091  0.00
C 8.804 6.173 7.933  0.00
C 8.654 6.386 9.315  0.00
C 8.789 7.668 9.800  0.02
N 8.987 8.713 9.007  0.00
H 10.466 9.911 6.699  0.00
H 9.002 9.538 5.842  0.00
H 7.185 9.738 7.618  -0.01
H 6.856 11.060 6.530  0.00
H 4.877 11.975 7.524  0.00
H 3.743 13.107 9.424  0.00
H 4.873 12.857 11.721  0.00
H 7.070 11.560 11.893  0.00
H 8.914 11.774 5.538  0.00
H 10.266 12.188 6.597  0.00
H 10.155 13.881 8.058  0.00
H 8.426 15.214 9.465  0.00
H 6.678 16.456 8.251  0.00
H 5.728 14.859 6.499  0.00
H 9.338 7.041 6.051  0.00
H 8.478 5.214 7.588  0.00
H 8.461 5.515 9.900  0.00
H 8.641 7.811 10.853  0.00
Cl 15.625 9.690 13.354  0.00
C 14.302 9.973 12.268  0.00
C 14.608 9.963 10.860  0.00
C 13.645 10.059 9.970  0.00
C 12.296 10.117 10.347  0.00
O 11.442 10.406 9.414  0.05
C 11.940 9.966 11.763  0.00
C 10.671 9.811 12.378  0.01
O 9.590 9.901 11.717  0.03
C 13.050 9.907 12.749  0.00
H 15.664 10.054 10.593  0.00
H 13.725 10.218 8.923  0.00
H 10.570 9.673 13.536  0.00
H 12.712 9.753 13.821  0.00
Cl 8.623 18.035 7.430  0.00
C 9.447 16.410 7.846  0.00
C 9.738 15.583 6.675  0.00
C 11.141 15.588 6.222  0.00
C 12.153 16.014 7.030  0.00
C 11.843 16.466 8.391  0.00
Cl 13.194 16.579 9.507  0.00
C 10.577 16.689 8.850  0.00
N 10.302 17.127 10.125  0.00
C 9.316 16.649 10.978  0.00
C 8.206 17.447 11.293  0.00
C 7.136 17.031 12.082  0.00
C 7.244 15.708 12.533  0.00
C 8.354 14.974 12.272  0.00
C 9.461 15.410 11.540  0.00
C 10.731 14.618 11.510  0.00
C 10.728 13.454 10.462  0.00
O 11.574 13.451 9.614  0.01
O 9.632 12.768 10.452  0.02
H 9.073 15.828 5.819  0.00
H 11.413 15.430 5.188  0.00
H 13.143 15.990 6.646  0.00
H 11.200 17.306 10.602  0.00
H 8.080 18.382 10.742  0.00
H 6.246 17.598 12.236  0.00
H 6.419 15.259 13.100  0.00
H 8.270 13.976 12.683  0.00
H 10.911 14.292 12.553  0.00
H 11.620 15.258 11.233  0.00

Output
- Energy above the lowest of the compared OMol25 structures with the same formula, charge and spin: 4.423 eV
- Spin multiplicity: 5
- HOMO-LUMO gap (spin up / spin down): 7.46 / 7.38 eV
- Electronic energy: -4724.35696 a.u.